Entry 1:
The following is a DFT calculation (the ωB97M-V functional and the def2-TZVPD basis) of the ion CHN3O3S with charge -2.

Results
- ΔE to the lowest compared entry with this formula, charge and spin: 90.9 kcal per mole
- HOMO level: 0.870 eV
- Kohn-Sham gap: 6.1 eV
- Total charge: -2
- Multiplicity: 1

Element x y z (Å)
O: -1.35465 2.06071 -0.44615
O: 0.96932 -2.49267 -0.67825
C: 0.46469 -1.54376 -0.07531
N: -0.60615 0.07778 1.10756
S: -0.27432 0.89807 -0.53473
H: 0.06615 0.69026 1.54437
O: 1.10416 1.45437 -0.23672
N: -0.49997 -0.01554 -1.70408
N: 0.13076 -1.12921 1.02331

Atomic partial charges in e from the Löwdin method, atoms 1 to 6: -0.61, -0.07, -0.49, -0.19, 0.29, 0.01


Entry 2:
The following is a DFT calculation (the ωB97M-V functional and the def2-TZVPD basis) of a structure of composition C21H56Cl3F2N5Na2O7PSr.

Results
- HOMO level (alpha / beta): -16.613 / -16.613 eV
- Kohn-Sham gap (alpha / beta): 3.3 / 3.2 eV
- Total charge: +4
- Multiplicity: 2

Element x y z (Å)
C: -4.70375 -0.99703 0.92921
P: 0.74266 0.75953 -0.29830
H: -4.36362 -1.09270 -0.10193
H: -2.19399 1.42821 -5.55202
H: -3.18999 0.99731 0.92823
C: -4.01041 -3.20390 -3.45169
H: 0.19912 -0.55952 3.30318
H: -7.80581 -1.47194 0.74840
O: -3.28802 -1.97877 -3.22187
C: -0.83162 -3.05446 -0.01363
H: -6.82572 -1.97735 -0.60681
H: 5.13834 -2.80951 2.94022
O: -0.01603 1.92750 0.22386
O: 0.55980 0.15764 -1.71475
H: -1.82766 4.85440 3.37635
H: -5.35362 -0.12203 0.91711
H: -5.14106 -3.00346 1.14866
H: -5.00272 -3.02897 -3.86739
H: 5.05170 -2.37750 -2.90541
C: 5.53529 -0.91905 -4.35200
H: -0.23478 -0.72816 4.91937
H: 2.22500 -0.59685 5.20258
H: -0.55351 -1.26433 -3.15769
O: -0.03381 4.09177 2.66701
H: -5.41808 -1.21408 3.04668
C: 1.62403 -1.13733 4.47127
H: -1.13636 7.60938 4.59283
C: 4.52875 -1.56834 -3.41520
H: -2.42492 0.64288 2.43791
F: 2.31524 1.26107 -0.08058
Cl: -2.20089 -4.04213 -0.54875
H: 8.29221 -1.33198 -4.80751
N: 4.33471 -0.47681 -2.41954
H: -7.54704 -3.12369 0.48734
H: -1.18613 0.06971 -6.30558
H: 2.01915 -1.73265 2.46069
C: -1.43192 7.48481 3.55109
H: -0.36289 5.21889 4.43602
H: 8.68148 0.09702 -3.82529
C: 1.23733 -2.48829 5.00185
O: -3.61106 -0.91953 1.82798
H: 1.14936 2.33100 2.71099
H: 5.25792 -0.07485 -2.34075
H: -2.54607 -2.12789 -5.18972
H: 3.47703 -3.40115 2.53014
C: -5.73509 -2.09805 1.27304
N: 0.44291 -0.36580 4.26398
C: 4.10638 -2.91434 3.27514
H: -1.96283 -0.01945 0.75286
H: 0.29847 -0.53860 -4.19884
C: -0.77098 5.11630 3.43051
C: -2.93272 -1.40554 -4.47082
H: 2.79986 -2.66420 -3.19378
H: -1.93782 0.22958 -3.34823
H: 3.13706 -2.26438 -4.91420
H: 7.86923 0.35390 -5.24578
H: 4.17184 -3.46205 4.21527
H: -3.89412 -1.00088 -4.78713
H: 4.30877 -0.76096 -1.45068
H: 1.37990 3.38940 4.10101
H: -1.34069 8.44295 3.03948
O: 3.74036 -1.55040 3.42976
H: -4.06374 -3.66745 -2.46661
H: 0.39992 6.78879 2.79637
C: -7.02321 -2.16862 0.44795
H: -0.14966 2.49968 3.90665
Na: 2.80438 1.47681 -2.81666
H: 0.56135 -2.41284 5.85359
C: -2.73239 0.18753 1.49652
F: 0.65328 -0.45541 0.71302
Cl: 0.64498 -3.66971 -0.68652
C: 7.91593 -0.37764 -4.43908
H: -0.57192 7.12315 0.97585
H: 5.26802 -0.00727 -4.88616
Sr: 0.46729 4.37198 0.24442
H: 2.36207 -1.13758 -3.66270
Na: 4.15559 2.54218 0.32789
H: -2.45313 7.11170 3.62877
H: -3.40601 -3.85668 -4.08151
H: 5.56098 -1.63067 -5.17725
N: -6.06513 -1.90776 2.69995
C: 2.46343 -1.09676 3.22643
O: 6.75784 -0.71398 -3.59247
H: 0.74025 -3.12374 4.26890
H: -1.00058 -2.15323 -0.60299
C: -1.77935 -0.33109 -4.26945
H: -0.68626 1.27826 -5.12944
C: -0.63693 6.45307 2.77850
Cl: -0.93335 -2.76035 1.74338
N: -0.54352 -1.09455 -4.15327
H: 2.49292 -0.14021 2.70467
H: -1.82009 5.97323 1.16841
H: 2.09144 -3.01151 5.43177
C: 0.64578 3.02790 3.38094
H: -5.67908 -2.67298 3.23429
C: -1.49604 0.60358 -5.40723
C: 3.11786 -1.88908 -3.89103
N: -0.87128 6.24728 1.38000

Atomic partial charges in e from the Löwdin method, atoms 1 to 6: -0.19, 0.36, 0.14, 0.08, 0.09, -0.10


Entry 3:
The following is a DFT calculation (the ωB97M-V functional and the def2-TZVPD basis) of a cluster of 2 separate species, C2H8N2 in total.

Results
- ΔE to the lowest compared entry with this formula, charge and spin: 25.8 kcal per mole
- HOMO level: -8.563 eV
- Kohn-Sham gap: 9.6 eV
- Multiplicity: 1

Element x y z (Å)
C: -0.78001 -0.01318 -1.04360
C: -0.78653 1.27117 -0.70567
H: -1.89045 -1.72994 -1.63124
H: 2.09598 -0.54385 3.17891
H: 0.24801 -0.47088 -1.13628
H: 0.28209 1.83148 -0.43577
N: 2.12640 -0.69963 2.21957
H: -1.71912 1.89573 -0.61580
H: 1.61712 0.02005 1.76134
N: -1.71584 -0.74674 -1.78330
H: -2.61855 -0.28619 -1.79813
H: 3.14090 -0.52803 1.98996

Atomic partial charges in e from the Löwdin method, atoms 1 to 6: -0.35, -0.08, 0.08, -0.03, 0.11, 0.10


Entry 4:
The following is a DFT calculation (the ωB97M-V functional and the def2-TZVPD basis) of a structure of composition C45H54BrNO2ReSi.

Results
- HOMO level (alpha / beta): -12.223 / -12.220 eV
- Kohn-Sham gap (alpha / beta): 5.9 / 6.0 eV
- Total charge: +2
- Multiplicity: 4

Element x y z (Å)
C: 4.23437 -1.66133 -2.59546
H: -4.48411 1.80997 -1.02541
C: 2.00303 2.39165 -0.22251
H: 3.43622 -3.15079 0.99419
C: 3.01184 -3.44363 -1.40778
H: 3.12064 -3.91876 -4.83531
H: -8.02735 0.81669 -0.98318
C: 2.65485 -3.95033 -2.62725
C: 4.17104 3.32596 0.75819
H: -7.26792 1.77838 -2.31334
H: -0.42119 3.72707 0.00241
O: 2.92902 1.63371 -0.98126
C: -4.69524 1.04620 -1.80274
C: 3.86066 -2.28031 -1.32762
H: -7.46726 -1.19201 -2.23333
H: 5.70125 -4.42484 -0.03178
H: 3.26576 -1.61687 3.96199
H: -6.28669 -2.43222 2.63525
H: -8.21923 0.65939 1.43244
H: 4.74438 2.99236 -0.09135
H: 7.98640 -5.18697 -0.00756
H: -0.26544 0.54054 2.66166
C: 8.53292 -1.87724 0.23741
C: 1.32554 0.38790 1.26562
H: 1.94139 -4.74988 -2.66125
C: 7.78968 -4.13302 0.03900
C: 4.86710 4.10885 1.71288
H: -6.47996 -1.16137 3.89823
C: -4.65690 -3.30329 0.73004
H: -5.90373 -1.72854 -2.58975
C: 6.44393 -3.64933 -0.02152
H: 9.36375 -1.11630 0.32170
H: -3.80930 0.48079 -1.83488
H: -6.53041 -0.37821 -3.47961
H: 5.08861 -0.95858 -2.46263
C: 2.07184 3.92453 -2.36648
C: 2.79221 4.77432 2.70963
C: 0.87866 1.50683 0.37249
H: -4.90912 1.60411 -2.74061
H: -3.11673 -1.26044 1.97786
H: 2.12714 5.39331 -3.92184
H: -1.38874 5.45052 -1.34901
H: 2.79597 -4.09286 -0.58245
C: 1.38175 3.48037 -1.19547
H: -4.42203 -3.43097 1.80912
H: 9.84790 -3.53530 0.61077
C: 1.52918 5.02703 -3.05329
H: -2.41711 -0.62518 0.44196
Br: 0.95722 -0.45601 -2.16760
C: 3.98339 -2.21173 1.28554
C: -2.86370 -1.51755 0.89493
C: 0.11331 4.09452 -0.87179
H: 3.95696 -1.57202 -4.72298
C: 2.59599 -1.19795 3.14903
H: 0.77913 -0.87251 4.34386
H: -4.91595 -1.47526 3.18764
H: -4.38562 -4.21419 0.15500
H: -5.71139 -3.35117 0.56164
Si: -5.37942 -0.63448 0.18777
C: 3.02076 -1.18080 1.82092
O: 4.73843 -0.35794 -0.24853
H: 0.18367 2.12187 1.02333
C: -5.98732 -1.42944 2.93200
H: 4.64163 5.61468 3.38539
C: 6.13386 -2.29183 -0.01460
H: 5.96188 4.17282 1.65282
C: 0.29419 5.57548 -2.77576
C: 3.81719 -2.17043 -3.82637
H: 1.00543 4.06358 1.75102
H: -2.94452 -3.12277 -1.48882
C: 0.72738 0.10202 2.46361
C: 2.76775 3.27472 0.79664
H: -4.64853 1.01060 2.49127
H: -6.08253 1.82382 1.75713
H: -2.95297 -1.42368 -1.67236
C: -7.09308 1.25294 -1.29601
H: 2.16921 5.25270 3.48120
C: 1.34857 -0.67716 3.43318
C: 8.81405 -3.24054 0.32276
H: 4.70531 -2.44152 2.10816
C: -3.60976 -2.24740 -1.34835
H: -8.12694 -1.09615 0.99823
C: -5.94776 0.23486 -1.51518
C: 3.19974 -3.41039 -3.84914
C: -7.80419 -0.33329 1.67505
H: 0.32715 1.16206 -0.52392
H: -8.22494 -0.61044 2.62417
Re: 3.07316 -0.29779 -1.00866
H: -6.82992 2.10217 -0.62823
H: -2.09161 -2.28502 0.98717
C: -5.77267 1.01253 2.40979
N: 2.44957 -0.32084 0.91313
C: -6.49445 -0.81701 -2.47372
C: 4.63661 -1.76358 -0.02852
C: -0.41787 5.07389 -1.68907
H: -4.47604 -2.39663 -2.03761
C: -6.26894 -0.37087 1.87482
C: 7.23931 -1.38483 -0.01059
H: -0.01252 6.41946 -3.36933
C: -4.03381 -2.05301 0.10285
H: 3.01334 3.50885 -2.73121
H: -6.08645 1.21449 3.43161
C: 2.09014 4.00215 1.76274
H: 7.12618 -0.36526 -0.16603
C: 4.16382 4.89939 2.67177

Atomic partial charges in e from the Löwdin method, atoms 1 to 6: -0.13, 0.10, -0.43, 0.13, -0.03, 0.14


| no. | E (Ha) | largest force on an atom (eV/Å) |
| --- | --- | --- |
| 1 | -826.7323 | 5.16 |
| 2 | -3909.7799 | 5.35 |
| 3 | -190.4577 | 3.67 |
| 4 | -4893.4976 | 6.10 |